{"formula": "C18H35Cl18NO", "method": "the ωB97M-V functional and the def2-TZVPD basis", "symbols": ["Cl", "C", "C", "Cl", "H", "H", "H", "H", "Cl", "C", "C", "Cl", "H", "H", "H", "H", "Cl", "C", "C", "Cl", "H", "H", "H", "H", "Cl", "C", "C", "Cl", "H", "H", "H", "H", "Cl", "C", "C", "Cl", "H", "H", "H", "H", "Cl", "C", "C", "Cl", "H", "H", "H", "H", "Cl", "C", "C", "Cl", "H", "H", "H", "H", "C", "O", "N", "C", "C", "H", "H", "H", "H", "H", "H", "H", "C", "Cl", "Cl", "Cl", "Cl"], "coordinates": [[1.012606, 5.743247, -3.564395], [0.853899, 4.501133, -2.317620], [1.712528, 4.807373, -1.118389], [1.387948, 6.407272, -0.406665], [1.154504, 3.527329, -2.696564], [-0.182998, 4.391154, -2.018548], [2.765704, 4.759261, -1.386653], [1.542010, 4.084163, -0.323267], [2.485895, -1.759790, 3.763761], [1.604998, -0.657629, 4.876709], [1.927682, 0.770223, 4.600697], [3.612100, 1.151293, 5.023743], [1.865411, -0.965295, 5.886628], [0.549463, -0.886180, 4.762844], [1.206281, 1.392060, 5.131755], [1.866184, 0.995955, 3.543528], [-1.732894, 0.255787, 6.107762], [-2.219849, 1.693814, 5.185287], [-3.252823, 2.477804, 5.894546], [-4.775092, 1.544377, 6.168415], [-2.422630, 1.353105, 4.172090], [-1.350438, 2.345993, 5.043902], [-3.531450, 3.442471, 5.496476], [-2.901340, 2.601049, 6.918066], [-4.542076, -1.895464, -0.367457], [-4.052378, -3.472491, -1.080511], [-2.596167, -3.479697, -1.468505], [-1.495978, -3.005768, -0.174175], [-4.624680, -3.605703, -1.993220], [-4.293710, -4.208170, -0.324843], [-2.448204, -2.806473, -2.304536], [-2.317838, -4.475162, -1.809663], [-0.445047, 1.343676, 1.920369], [-0.573142, 0.775476, 0.208896], [0.774680, 0.575843, -0.362425], [1.627867, -0.860191, 0.295491], [-1.143939, 1.466995, -0.412332], [-1.189931, -0.112749, 0.309590], [1.452521, 1.419318, -0.304347], [0.654434, 0.362173, -1.425567], [6.406194, -0.127666, 1.763463], [4.793000, 0.607248, 1.641530], [4.894290, 2.120321, 1.817520], [3.277499, 2.832639, 1.792927], [4.081133, 0.085702, 2.273276], [4.455198, 0.370059, 0.625567], [5.550608, 2.526388, 1.057349], [5.326608, 2.292890, 2.804443], [3.115754, -5.956781, -1.871199], [1.761028, -5.458133, -0.772258], [2.193981, -4.298106, 0.086856], [3.474182, -4.830231, 1.198000], [1.492797, -6.346258, -0.215072], [0.958443, -5.174042, -1.444316], [1.333944, -4.064920, 0.709811], [2.552442, -3.500149, -0.544816], [-1.813365, 1.928132, -3.562712], [-0.953906, 1.908142, -2.698020], [-2.787607, 1.016687, -3.703845], [-3.801994, 1.137269, -4.760146], [-2.948823, -0.005922, -2.722203], [-1.877379, 2.749035, -4.292490], [-3.458115, 0.675101, -5.684630], [-4.071948, 2.181757, -4.893236], [-4.693270, 0.614316, -4.419610], [-3.361404, -0.878905, -3.209822], [-1.978214, -0.220249, -2.281265], [-3.584238, 0.332759, -1.905330], [0.345080, -2.896613, -5.233117], [0.128918, -4.287152, -4.172289], [0.728794, -1.450039, -4.335331], [1.655169, -3.248074, -6.365868], [-1.158911, -2.632784, -6.134040]], "atomic_forces_ev_per_a": [[-0.05, -0.07, -0.30], [-0.08, -0.33, 0.68], [0.31, -0.06, 0.11], [-0.02, 0.02, 0.04], [0.07, 0.08, -0.30], [-0.16, 0.28, -0.16], [0.03, 0.19, 0.04], [-0.10, -0.10, -0.08], [-0.03, -0.02, 0.10], [0.01, -0.95, 0.10], [-0.19, 0.10, -0.38], [0.04, 0.19, 0.39], [0.19, 0.15, 0.03], [-0.08, 0.27, -0.26], [0.36, 0.21, 0.21], [-0.24, -0.04, -0.16], [0.14, -0.01, 0.10], [1.00, 0.17, -1.24], [-0.87, -0.53, 1.56], [-0.01, 0.13, -0.37], [-0.61, -0.02, 0.12], [0.08, -0.14, 0.36], [0.17, 0.03, -0.47], [0.11, 0.39, -0.08], [-0.06, -0.15, -0.16], [0.13, 0.46, 0.29], [-0.15, -0.11, -0.39], [0.24, -0.02, 0.18], [-0.25, -0.16, 0.09], [-0.03, -0.22, -0.06], [0.18, 0.19, -0.03], [0.00, -0.08, 0.10], [-0.15, 0.31, -0.14], [-0.73, 0.18, 0.81], [0.49, -0.86, -1.24], [-0.06, 0.23, 0.17], [0.25, 0.34, 0.33], [0.35, -0.34, -0.31], [-0.10, 0.20, 0.41], [-0.08, 0.03, 0.01], [0.10, 0.00, 0.26], [-0.48, -0.05, -1.40], [0.52, -1.25, 0.92], [-0.20, 0.22, -0.24], [0.24, 0.26, 0.56], [0.08, 0.20, 0.12], [-0.21, 0.29, -0.15], [-0.10, 0.30, -0.12], [-0.28, 0.02, 0.09], [0.69, -0.18, -0.78], [-0.45, -1.15, 0.13], [0.21, 0.21, 0.15], [-0.06, 0.02, 0.22], [-0.19, 0.14, 0.10], [0.07, 0.61, -0.06], [-0.01, 0.39, 0.18], [-0.27, 0.22, -0.16], [0.16, -0.11, 0.17], [-0.17, 0.67, -0.76], [0.27, -0.08, 0.64], [0.33, -0.12, 0.45], [0.08, -0.05, -0.15], [-0.05, 0.13, -0.10], [0.07, 0.03, -0.26], [-0.05, 0.02, -0.05], [-0.12, -0.30, 0.15], [0.07, -0.26, -0.06], [-0.28, -0.14, -0.02], [0.01, -0.21, -0.44], [0.01, -0.01, 0.22], [0.04, 0.23, 0.38], [-0.04, 0.02, -0.01], [-0.08, 0.01, -0.05]], "energy_ha": -9120.318985, "homo_lumo_gap_ha": 0.367, "smiles": "ClC(Cl)(Cl)Cl.CN(C)C=O.ClCCCl.ClCCCl.ClCCCl.ClCCCl.ClCCCl.ClCCCl.ClCCCl", "spin_multiplicity": 1}